(1)
158
Properties=species:S:1:pos:R:3:lowdin_spin:R:1 method="wB97M-V/def2-TZVPD" multiplicity=6 homo_ev="-13.166 / -13.166" e_lumo_ev="-7.67 / -11.46" total_charge=+2
Fe 8.9081 16.3536 21.8649 3.79
O 13.3183 8.8773 16.9729 0.00
C 12.3829 9.3898 17.5268 0.00
O 11.9494 10.6106 17.3113 0.00
B 10.7354 10.9271 18.0812 0.00
O 10.8191 9.8538 19.1174 0.00
C 11.6866 8.9188 18.7766 0.00
O 11.8575 7.8572 19.4059 0.00
O 9.5127 10.8560 17.2929 0.00
C 8.9962 12.0863 17.3008 0.00
O 7.9678 12.4653 16.7618 0.00
C 9.8332 13.0157 18.3090 0.00
O 10.8592 12.3415 18.5855 0.00
O 9.5141 14.1447 18.6162 0.00
O 5.0919 11.5068 12.5714 0.00
H 4.2884 11.6932 13.0571 0.00
H 5.5751 10.8989 13.1311 0.00
O 6.4985 7.8851 20.6424 0.01
H 6.7645 8.5862 20.0474 0.00
H 5.8499 8.2915 21.2173 0.00
O 11.5878 7.4913 13.7690 0.00
H 10.9380 7.9994 14.2546 0.00
H 11.8918 6.8319 14.3927 0.00
O 11.3712 17.0077 19.1294 0.00
H 11.8840 16.2158 19.2909 0.00
H 11.9861 17.7262 19.2770 0.00
O 7.0524 7.7831 14.5713 0.00
H 7.5670 8.3968 15.0955 0.00
H 6.2486 8.2597 14.3642 0.00
O 16.1988 10.2695 20.1075 0.00
H 16.0838 9.6248 19.4094 0.00
H 15.7386 9.8949 20.8584 0.00
O 10.1649 17.4864 15.3137 0.00
H 9.3789 16.9893 15.0873 0.00
H 10.4263 17.1456 16.1692 0.00
O 13.4127 4.6989 21.2110 0.00
H 13.1255 3.8318 20.9249 0.00
H 13.7635 5.1086 20.4203 0.00
O 10.6433 5.0264 18.0734 0.00
H 9.7936 5.4369 17.9133 0.00
H 11.2281 5.7564 18.2766 0.00
O 16.1566 11.3034 12.7002 0.00
H 15.7623 12.0951 13.0661 0.00
H 15.8923 10.6049 13.2990 0.00
O 13.2200 13.8232 12.6846 0.00
H 12.7258 13.1004 13.0713 0.00
H 12.5636 14.4988 12.5144 0.00
O 11.8351 10.3143 22.3633 0.00
H 11.8538 10.8076 23.1834 0.00
H 12.7304 9.9929 22.2562 0.00
O 9.9051 8.6127 21.9772 0.01
H 9.7562 8.6377 21.0320 0.00
H 10.5373 9.3129 22.1391 0.00
O 14.0705 6.1197 18.5871 0.00
H 14.1412 7.0718 18.6570 0.00
H 13.7804 5.9659 17.6880 0.00
O 7.9446 6.5836 18.3416 0.00
H 7.8827 7.4219 17.8838 0.00
H 7.6042 6.7630 19.2181 0.00
O 5.3428 15.6922 14.7654 0.00
H 5.3909 14.7660 15.0022 0.00
H 4.7122 15.7235 14.0460 0.00
O 12.2203 5.7325 15.7287 0.00
H 11.3657 5.3131 15.6291 0.00
H 12.8442 5.0067 15.7387 0.00
O 14.9221 3.4269 18.6566 0.00
H 14.7656 4.3677 18.7383 0.00
H 14.7415 3.2326 17.7368 0.00
O 7.3440 9.1413 17.2146 0.00
H 6.5428 9.6597 17.2895 0.00
H 8.0519 9.7774 17.3176 0.00
O 16.9279 6.3697 16.7493 0.00
H 16.5801 6.5741 17.6173 0.00
H 17.7192 6.9032 16.6761 0.00
O 6.0849 15.1090 18.9576 0.00
H 5.3027 14.5767 18.8126 0.00
H 6.0101 15.8230 18.3246 0.00
O 10.0126 14.7677 21.4560 0.07
H 10.8486 14.6790 20.9983 0.00
H 9.7984 13.8788 21.7391 0.00
O 15.0288 14.4602 20.2991 0.00
H 15.4812 15.1868 19.8707 0.00
H 14.7831 13.8747 19.5828 0.00
O 5.5152 13.0032 15.4393 0.00
H 6.2018 12.4333 15.7856 0.00
H 4.7053 12.6599 15.8169 0.00
O 15.2077 5.1384 14.8612 0.00
H 15.7169 5.5828 15.5390 0.00
H 15.1066 5.7924 14.1695 0.00
O 5.0846 10.5557 17.7580 0.00
H 5.2526 11.2994 18.3368 0.00
H 4.2135 10.2484 18.0088 0.00
O 10.3978 2.3977 18.4975 0.31
H 10.6917 3.2765 18.2573 0.00
H 9.9358 2.5176 19.3272 0.00
O 15.0230 9.9291 14.7659 0.00
H 14.2724 10.2656 15.2552 0.00
H 14.9134 8.9783 14.7821 0.00
O 16.1240 7.1261 21.0989 0.00
H 15.3570 6.5539 21.1195 0.00
H 16.7952 6.6118 20.6504 0.00
O 7.2446 15.2488 21.4732 0.05
H 6.9166 14.9161 20.6378 0.00
H 6.4880 15.2152 22.0586 0.00
O 8.0555 15.8859 15.5649 0.00
H 8.3281 15.1077 15.0788 0.00
H 7.1863 16.0916 15.2209 0.00
O 8.7773 16.9240 19.9701 0.07
H 7.9674 17.1736 19.5251 0.00
H 9.4742 17.2558 19.4040 0.00
O 9.4117 12.3285 22.3616 0.00
H 10.1577 11.7571 22.1789 0.00
H 8.8850 11.8405 22.9946 0.00
O 14.6755 7.1540 12.8903 0.00
H 15.3424 7.5496 12.3291 0.00
H 14.4809 6.3134 12.4758 0.00
O 13.9058 15.5003 17.5464 0.00
H 13.6893 16.2462 16.9869 0.00
H 14.2447 15.8938 18.3504 0.00
O 8.0333 7.2158 22.9468 0.43
H 8.8020 7.5565 22.4895 0.00
H 7.3658 7.1336 22.2657 0.01
O 14.9900 9.8027 22.5362 0.00
H 15.1617 9.0096 23.0438 0.00
H 15.5940 10.4528 22.8951 0.00
O 7.2047 10.5852 20.2620 0.00
H 8.1197 10.6941 20.5213 0.00
H 6.7074 11.0473 20.9369 0.00
O 9.0343 9.7106 14.5500 0.00
H 9.7807 10.1254 14.9824 0.00
H 9.0948 9.9975 13.6388 0.00
O 13.7066 12.5143 18.6955 0.00
H 14.2546 11.8362 19.0905 0.00
H 13.3152 12.0916 17.9311 0.00
O 12.4629 9.9695 13.1025 0.00
H 13.3494 9.7862 12.7913 0.00
H 12.1589 9.1373 13.4648 0.00
O 12.2183 14.6704 19.8942 0.00
H 12.0618 14.2730 19.0376 0.00
H 12.9648 14.1880 20.2497 0.00
O 7.0714 17.6610 17.7171 0.00
H 6.6497 18.2911 17.1328 0.00
H 7.2966 16.9225 17.1513 0.00
O 8.9993 13.4572 14.2985 0.00
H 9.7437 12.8565 14.3335 0.00
H 8.3009 13.0014 14.7683 0.00
O 11.4460 12.2467 14.7146 0.00
H 11.8245 11.5573 14.1690 0.00
H 12.2022 12.7009 15.0863 0.00
O 13.7180 13.3183 15.9576 0.00
H 14.5747 13.5076 15.5748 0.00
H 13.7344 13.7537 16.8099 0.00
O 11.3372 6.3829 23.2729 0.22
H 11.8902 5.9691 22.6103 0.00
H 11.0037 7.1730 22.8478 0.00
O 8.1878 14.4197 11.9082 0.00
H 8.2683 15.3709 11.9793 0.00
H 8.0836 14.1196 12.8111 0.00

=====

(2)
20
Properties=species:S:1:pos:R:3:lowdin_spin:R:1 method="wB97M-V/def2-TZVPD" multiplicity=6 homo_ev="-3.032 / -3.077" e_lumo_ev="1.76 / 1.77" total_charge=-1
Er 1.0788 -0.6151 -0.6615 3.03
Cl 1.2306 -2.9819 -0.0531 -0.01
C 2.5534 1.0985 -1.4346 -0.01
C -0.7602 -0.6898 -2.1002 -0.01
H 2.1455 1.2076 -2.4623 0.00
H 2.8330 2.0906 -1.0386 0.00
H 3.4877 0.5061 -1.4984 0.00
H -0.5039 0.0340 -2.8984 0.00
H -1.8327 -0.6729 -1.8565 0.00
H -0.4923 -1.7095 -2.4547 0.00
Pr -0.7122 0.8397 2.6744 2.07
C -2.0252 -1.1575 2.2302 -0.01
C -1.0239 1.8860 0.7217 -0.06
H -2.9733 -0.9846 1.7073 0.00
H -1.4805 -1.9590 1.6763 0.00
H -2.2999 -1.5151 3.2320 0.00
H -1.9108 1.6176 0.1282 -0.01
H -0.4726 2.6635 0.1625 -0.01
N 1.9969 0.3638 2.3755 0.00
C 1.1615 -0.0219 1.5504 0.00

=====

no.,E_tot (a.u.)
1,-5711.6279
2,-2243.9895